No. 1
Entry from the Open Molecules 2025 dataset: a cluster of 2 separate species, C5H14N2O in total (wB97M-V/def2-TZVPD).

## Properties
F_max = 3.28 eV Å⁻¹
E = -382.9928 hartree
relative energy (zero: lowest compared OMol25 entry of this formula, charge and spin) = 28.94 kcal/mol
LUMO = -8.4250 eV
Kohn-Sham gap = 9.4042 eV
net charge = +2
multiplicity = 1

```
22
Properties=species:S:1:pos:R:3:nbo_charge:R:1
O -2.562 1.820 2.283 -0.96
N -1.395 -1.317 2.318 -0.70
N 1.761 0.116 -2.785 -0.42
C 0.699 0.140 -0.503 -0.10
C 2.882 0.709 -2.633 0.14
C -0.583 -0.195 0.313 -0.46
C 0.756 -0.096 -1.819 -0.09
C -0.344 -1.389 1.258 -0.25
H -2.104 -2.044 2.093 0.46
H 1.450 -0.221 -3.720 0.47
H 1.549 0.591 0.021 0.22
H -1.338 -0.426 -0.489 0.23
H -0.239 -0.472 -2.143 0.24
H 3.305 0.868 -1.623 0.24
H -3.377 1.684 2.801 0.49
H -1.769 -0.378 2.576 0.48
H -2.026 2.292 2.941 0.49
H -0.944 0.743 0.768 0.27
H 3.462 0.932 -3.590 0.27
H -0.349 -2.261 0.559 0.27
H 0.623 -1.115 1.784 0.24
H -0.984 -1.615 3.218 0.45
```

No. 2
Entry from the Open Molecules 2025 dataset: a cluster of 2 separate species, ClFH2Si in total (wB97M-V/def2-TZVPD).

## Properties
F_max = 2.98 eV Å⁻¹
E = -850.7297 hartree
relative energy (zero: lowest compared OMol25 entry of this formula, charge and spin) = 75.30 kcal/mol
LUMO = -0.6886 eV
Kohn-Sham gap = 8.4728 eV
net charge = 0
multiplicity = 1

```
5
Properties=species:S:1:pos:R:3:nbo_charge:R:1
Cl -1.932 0.674 0.331 -0.24
Si 1.656 -1.208 0.023 1.06
F 0.926 0.221 0.272 -0.71
H 0.855 -1.422 -1.337 -0.36
H -1.505 1.735 0.711 0.24
```

No. 3
Entry from the Open Molecules 2025 dataset: a structure of composition C30H56BrIN2NbO8S2 (wB97M-V/def2-TZVPD).

## Properties
F_max = 2.36 eV Å⁻¹
E = -5612.9448 hartree
LUMO = 1.2606 eV
Kohn-Sham gap = 6.8338 eV
net charge = -1
multiplicity = 1

```
101
Properties=species:S:1:pos:R:3:lowdin_charge:R:1
I -2.358 0.061 -1.435 0.32
Nb -2.960 2.547 -2.602 1.50
Br -2.986 4.626 1.690 0.56
S 1.417 0.348 -2.195 0.80
S 1.557 -0.128 -5.099 0.68
O -0.633 -5.637 0.926 -0.20
O 4.598 5.736 2.987 -0.19
O -0.962 -7.371 3.284 -0.19
O 1.926 -4.504 5.754 -0.20
O 3.358 5.318 0.350 -0.19
O 4.410 -3.642 4.427 -0.19
O -1.064 -4.174 -3.804 -0.13
O -4.772 1.775 -3.122 -0.48
N 0.004 -1.576 -3.436 -0.25
N -4.493 6.791 -5.006 0.06
C 2.402 -3.956 6.970 -0.11
C -3.146 2.967 0.575 -0.82
C -1.368 -6.011 3.204 -0.20
C -3.406 6.717 -4.253 -0.20
C -3.783 1.864 1.440 -0.19
C 0.907 -0.548 -3.671 -1.09
C -0.439 -3.754 -2.608 -0.18
C 5.108 4.888 1.968 -0.21
C -2.924 5.626 -3.614 -0.13
C 2.699 6.567 0.468 -0.11
C 4.753 5.399 0.589 -0.21
C -1.792 -3.085 -4.330 -0.19
C 3.175 -3.886 3.767 -0.20
C 0.976 2.080 -2.550 -0.49
C -1.629 1.561 -5.678 -0.07
C -0.578 -6.781 0.094 -0.12
C -1.050 3.553 -2.036 -0.38
C -4.750 4.474 -4.432 -0.13
C 3.431 5.218 3.604 -0.11
C -2.181 1.840 -4.612 -0.29
C -3.601 4.421 -3.669 -0.26
C 5.045 -4.827 4.868 -0.12
C -3.962 3.274 -0.682 -0.40
C -1.757 -5.628 1.794 -0.20
C 0.446 -7.514 3.351 -0.11
C -5.112 5.620 -5.054 -0.19
C -0.950 -1.796 -4.525 -0.19
C 1.998 -3.585 4.671 -0.20
C 0.153 2.771 -1.437 -0.37
C 0.680 -2.811 -3.019 -0.14
H -2.121 2.696 0.364 0.01
H -0.667 4.039 -2.937 0.04
H -0.695 -7.704 0.668 0.08
H 2.486 -4.769 7.691 0.09
H 2.684 4.919 2.865 0.09
H 5.869 -4.540 5.520 0.09
H 5.245 4.767 -0.157 0.13
H -2.697 -2.848 -3.763 0.11
H 0.806 -7.193 4.335 0.09
H 2.949 7.210 -0.383 0.09
H 0.946 -6.935 2.570 0.08
H -0.497 -1.868 -5.514 0.09
H -5.358 3.593 -4.549 0.08
H -2.113 -3.396 -5.319 0.12
H 5.449 -5.383 4.014 0.09
H 2.963 7.074 1.400 0.08
H -1.663 -0.979 -4.473 0.07
H 3.011 6.003 4.231 0.09
H 1.627 6.379 0.461 0.09
H 1.918 2.606 -2.668 0.06
H -0.582 -5.350 3.579 0.11
H -2.544 -6.288 1.418 0.13
H 1.215 -3.209 -3.888 0.13
H -1.156 -3.120 -2.081 0.11
H 3.134 -3.217 2.903 0.13
H 6.198 4.878 2.072 0.12
H -2.241 -5.898 3.855 0.13
H -2.006 5.709 -3.057 0.07
H -4.145 4.343 -0.788 0.02
H -5.467 2.141 -2.565 -0.02
H -1.282 4.356 -1.326 0.04
H 4.748 3.864 2.099 0.13
H 1.695 -3.215 7.357 0.09
H 2.047 -2.556 5.036 0.13
H -6.009 5.593 -5.665 0.10
H -1.358 -6.723 -0.673 0.09
H 5.113 6.424 0.453 0.12
H 3.684 4.360 4.237 0.09
H -4.101 2.280 2.389 0.04
H -2.849 7.644 -4.146 0.10
H 0.480 2.173 -3.511 0.04
H 3.126 -4.915 3.398 0.12
H 0.394 -6.791 -0.396 0.09
H 1.361 -2.588 -2.200 0.12
H -0.096 -4.572 -1.986 0.11
H -4.658 1.436 0.962 0.06
H 0.824 3.535 -1.036 0.08
H -1.332 1.026 -6.538 -0.01
H 3.384 -3.493 6.845 0.08
H -4.940 2.812 -0.561 0.03
H 4.359 -5.467 5.428 0.08
H -0.074 2.124 -0.595 0.05
H -2.149 -4.606 1.802 0.13
H 0.685 -8.567 3.214 0.09
H 1.074 -3.693 4.096 0.11
H -3.060 1.070 1.599 0.04
```

No. 4
Entry from the Open Molecules 2025 dataset: a cluster of 3 separate species, C5H17N3 in total (wB97M-V/def2-TZVPD).

## Properties
F_max = 0.82 eV Å⁻¹
E = -364.7961 hartree
relative energy (zero: lowest compared OMol25 entry of this formula, charge and spin) = 95.85 kcal/mol
LUMO = 0.6799 eV
Kohn-Sham gap = 7.2563 eV
net charge = 0
multiplicity = 1

```
25
Properties=species:S:1:pos:R:3:nbo_charge:R:1
N 0.826 1.872 1.453 -0.86
N -0.494 -0.203 1.991 -0.69
N 0.251 -1.318 2.481 -0.65
C 1.342 -0.527 -1.119 -0.64
C 0.282 1.918 0.243 -0.04
C -0.096 -0.072 -0.916 -0.26
C -0.987 -1.319 -0.777 -0.64
C -0.616 0.692 -2.128 -0.63
H -0.203 -2.184 2.211 0.35
H 1.444 -1.232 -1.961 0.18
H -1.633 1.061 -1.961 0.20
H 1.836 1.767 1.409 0.35
H -0.648 0.060 -3.029 0.19
H -0.452 -0.142 0.886 0.47
H 0.871 2.242 -0.609 0.18
H -1.006 -1.897 -1.714 0.20
H -2.024 -1.061 -0.533 0.20
H 2.009 0.311 -1.341 0.20
H 0.006 1.553 -2.389 0.20
H 0.149 0.817 2.063 0.43
H 1.731 -1.029 -0.227 0.20
H -0.628 -2.012 -0.009 0.18
H 0.290 -1.270 3.494 0.36
H -1.469 -0.170 2.288 0.37
H -0.779 2.144 0.195 0.17
```

No. 5
Entry from the Open Molecules 2025 dataset: the molecule C6H7N3 (wB97M-V/def2-TZVPD).

## Properties
F_max = 4.49 eV Å⁻¹
E = -396.8579 hartree
relative energy (zero: lowest compared OMol25 entry of this formula, charge and spin) = 147.07 kcal/mol
LUMO (alpha / beta) = 0.1187 / 0.1189 eV
Kohn-Sham gap (alpha / beta) = 7.5671 / 7.5660 eV
net charge = 0
multiplicity = 1

```
16
Properties=species:S:1:pos:R:3:nbo_charge:R:1
N -2.563 -0.293 -0.236 -0.80
N -0.331 -0.537 0.426 -0.34
N 1.818 -1.528 0.763 -0.61
C 0.582 -1.039 1.046 0.38
C -0.115 2.780 0.630 -0.08
C -1.066 1.666 0.367 -0.06
C -1.496 2.958 0.219 -0.23
C 2.417 -1.241 -0.541 -0.40
C -1.283 0.280 0.172 0.19
H -2.300 3.598 -0.002 0.22
H -2.511 -1.233 -0.568 0.37
H -2.858 0.123 -1.116 0.36
H 1.570 -0.902 -1.151 0.20
H 2.882 -2.072 -0.913 0.20
H 2.970 -0.417 -0.555 0.20
H 2.283 -2.144 1.458 0.41
```

net charge of number 2 (ClFH2Si)? 0

Which of these has the lowest F_max? C5H17N3